a | {"formula": "C4H6O2", "method": "the ωB97M-V functional and the def2-TZVPD basis", "charge": 0, "molar_mass_g_mol": 86.09, "lumo_ev": -0.349, "homo_ev": -9.8, "elements": ["C", "C", "O", "C", "C", "O", "H", "H", "H", "H", "H", "H"], "coordinates": [[-0.63126, -1.53963, 0.09575], [0.06414, -0.33117, 0.64785], [0.89953, -0.36719, 1.54450], [-0.21997, 0.87689, -0.11402], [1.03588, 1.64820, -0.55837], [1.05875, 2.34293, -1.54640], [-1.55217, -1.33300, -0.46465], [-0.79298, -2.24198, 0.90454], [0.12945, -1.90705, -0.59967], [-0.98740, 0.91296, -0.88619], [-0.97200, 0.55909, 1.00447], [1.96804, 1.37996, -0.02782]]}

=====

b | {"formula": "C4H6O2", "method": "the ωB97M-V functional and the def2-TZVPD basis", "charge": 0, "smiles": "C=COC(C)=O", "molar_mass_g_mol": 86.09, "lumo_ev": 0.974, "homo_ev": -9.7, "elements": ["C", "C", "O", "C", "C", "O", "H", "H", "H", "H", "H", "H"], "coordinates": [[1.68349, -0.56612, 1.31512], [1.23474, -1.04280, 0.16491], [0.28300, -0.43185, -0.63488], [-0.83242, 0.12634, -0.08057], [-1.52113, 0.99864, -1.09341], [-1.18748, -0.04627, 1.05369], [1.27679, 0.33196, 1.76534], [2.47228, -1.09136, 1.84087], [1.61572, -1.94176, -0.30881], [-1.68022, 0.46035, -2.03062], [-0.87626, 1.85645, -1.30977], [-2.46850, 1.34642, -0.68187]]}

=====

Stability, lowest: a

=====

a | {"formula": "C4H6O2", "method": "the ωB97M-V functional and the def2-TZVPD basis", "charge": 0, "smiles": "C=CCOC=O", "molar_mass_g_mol": 86.09, "lumo_ev": 1.028, "homo_ev": -9.7, "elements": ["C", "C", "C", "O", "C", "O", "H", "H", "H", "H", "H", "H"], "coordinates": [[-1.89599, 0.63906, -0.10095], [-0.90848, -0.30144, -0.38945], [0.13932, -0.67430, 0.59962], [1.35636, -0.87244, -0.11571], [2.11038, 0.21855, -0.27738], [1.72132, 1.29375, 0.13666], [-2.63585, 0.88848, -0.89233], [-2.17870, 1.21626, 0.99811], [-0.75665, -0.87883, -1.38587], [0.24248, 0.12659, 1.32206], [-0.18691, -1.66302, 0.95339], [2.99271, 0.00734, -0.84815]]}

=====

b | {"formula": "C4H6O2", "method": "the ωB97M-V functional and the def2-TZVPD basis", "charge": 0, "molar_mass_g_mol": 86.09, "lumo_ev": [0.340, -0.447], "homo_ev": [-9.3, -7.8], "elements": ["C", "C", "C", "C", "O", "O", "H", "H", "H", "H", "H", "H"], "coordinates": [[-0.60416, -0.70020, -1.17226], [0.32445, -0.12269, -0.40770], [-0.88995, -1.64554, 0.07028], [0.17290, -0.71294, 0.92268], [1.67846, 3.11045, -0.03794], [0.61482, 2.37460, 0.22516], [-0.83989, -0.92060, -2.14741], [-1.86266, -1.31738, 0.33461], [-0.76470, -2.70906, -0.00793], [1.10829, -0.89163, 1.36215], [-0.42587, -0.12003, 1.58819], [1.48831, 3.65501, -0.72986]]}

=====

c | {"formula": "C4H6O2", "method": "the ωB97M-V functional and the def2-TZVPD basis", "charge": 0, "smiles": "CCC(=O)C=O", "molar_mass_g_mol": 86.09, "lumo_ev": 0.696, "homo_ev": -9.6, "elements": ["C", "C", "C", "O", "C", "O", "H", "H", "H", "H", "H", "H"], "coordinates": [[0.85242, 0.82271, 1.34726], [-0.30788, -0.16945, 1.14189], [-0.34372, -0.54835, -0.35136], [0.65618, -0.31726, -1.01050], [-1.16127, -1.07641, -1.56319], [-1.80564, -0.37272, -2.29632], [1.80003, 0.37236, 1.04069], [0.70420, 1.70943, 0.72255], [0.94015, 1.14461, 2.39137], [-1.25267, 0.24439, 1.50771], [-0.12941, -1.07774, 1.73692], [-0.85330, -2.10229, -1.83574]]}

=====

d | {"formula": "C4H6O2", "method": "the ωB97M-V functional and the def2-TZVPD basis", "charge": 0, "molar_mass_g_mol": 86.09, "lumo_ev": 0.848, "homo_ev": -8.1, "elements": ["C", "O", "C", "C", "O", "C", "H", "H", "H", "H", "H", "H"], "coordinates": [[-0.19082, -1.37072, -0.52588], [0.74913, -0.61642, -1.20748], [0.91481, 0.33221, -0.24342], [-0.73739, 1.22350, -0.06282], [-0.81308, 0.63024, 1.20371], [0.30574, -0.11558, 1.02935], [0.19949, -2.28485, -0.14770], [-1.03967, -1.59910, -1.15991], [1.94958, 0.72304, -0.27614], [-0.52616, 2.27082, 0.02499], [-1.66540, 1.07838, -0.61046], [0.85376, -0.27152, 1.97576]]}

=====

Stability, lowest: b

=====

a | {"formula": "C4H6FNS", "method": "the ωB97M-V functional and the def2-TZVPD basis", "charge": 0, "smiles": "FC[C@H]1CN1C=S", "molar_mass_g_mol": 119.16, "lumo_ev": -0.021, "homo_ev": -8.7, "elements": ["F", "C", "C", "C", "N", "C", "S", "H", "H", "H", "H", "H", "H"], "coordinates": [[1.99642, -0.10660, -0.78524], [1.34748, -1.10897, -0.13953], [0.08426, -0.45629, 0.39360], [0.41625, 0.93149, 0.56130], [-0.45647, 0.49191, -0.68587], [-1.80705, 0.58536, -0.61782], [-2.93843, -0.55727, -0.16949], [1.99357, -1.34519, 0.77384], [1.08818, -2.00588, -0.81924], [-0.81245, -0.76904, 0.98029], [1.41226, 1.15957, 0.32791], [-0.07890, 1.59774, 1.27917], [-2.24514, 1.58316, -1.09892]]}

=====

b | {"formula": "C4H6FNS", "method": "the ωB97M-V functional and the def2-TZVPD basis", "charge": 0, "smiles": "C/C(N)=C(/F)C=S", "molar_mass_g_mol": 119.16, "lumo_ev": -0.112, "homo_ev": -8.0, "elements": ["C", "C", "N", "C", "F", "C", "S", "H", "H", "H", "H", "H", "H"], "coordinates": [[-0.67872, -0.20416, -1.25375], [-0.27074, 0.52875, 0.05082], [-0.78108, 1.68102, 0.33117], [0.43259, -0.18677, 0.95956], [0.43275, 0.38327, 2.11593], [1.15951, -1.40268, 0.69360], [2.09160, -2.24079, 1.72357], [-0.18901, -1.13904, -1.39017], [-1.75677, -0.44323, -1.31797], [-0.26565, 0.41314, -2.20194], [-1.07866, 2.11083, -0.55813], [-0.18165, 2.43034, 0.98811], [1.08581, -1.93068, -0.14080]]}

=====

Stability, lowest: a

=====

a | {"formula": "C3H14N2O2", "method": "the ωB97M-V functional and the def2-TZVPD basis", "charge": 0, "smiles": "NCCCN.O.O", "molar_mass_g_mol": 110.16, "lumo_ev": 0.469, "homo_ev": -8.9, "elements": ["N", "C", "C", "C", "N", "H", "H", "H", "H", "H", "H", "H", "H", "H", "H", "O", "H", "H", "O", "H", "H"], "coordinates": [[-1.05074, 0.38890, -1.21772], [-1.50742, -0.83345, -0.57006], [-0.67178, -1.25171, 0.64805], [-1.37169, -2.28142, 1.51377], [-0.56928, -2.57158, 2.68932], [-0.54004, 1.02582, -0.63922], [-0.60676, 0.21269, -2.09976], [-1.48414, -1.64898, -1.28943], [-2.55154, -0.73120, -0.26364], [0.20506, -1.77211, 0.20440], [-0.26630, -0.46012, 1.28690], [-1.58710, -3.19798, 0.95402], [-2.35369, -1.92777, 1.78626], [-0.98422, -3.27417, 3.26655], [0.38186, -2.73287, 2.39586], [2.29414, 1.24327, -1.43774], [2.50092, 1.21339, -0.50022], [2.14109, 0.35527, -1.76834], [1.76324, 4.46670, -1.25350], [2.10865, 4.92069, -0.47343], [2.26822, 3.65102, -1.35575]]}

=====

b | {"formula": "C3H14N2O2", "method": "the ωB97M-V functional and the def2-TZVPD basis", "charge": 0, "smiles": "CCNCN.O.O", "molar_mass_g_mol": 110.16, "lumo_ev": 0.753, "homo_ev": -9.4, "elements": ["C", "C", "N", "C", "N", "H", "H", "H", "H", "H", "H", "H", "H", "H", "H", "O", "H", "H", "O", "H", "H"], "coordinates": [[1.74383, -1.41917, -1.13519], [0.65880, -0.99768, -0.14892], [0.87783, 0.37926, 0.30778], [-0.25798, 0.84733, 1.08329], [-0.07864, 2.22283, 1.55382], [2.54890, -1.96867, -0.67277], [1.31188, -2.06147, -1.91143], [2.05125, -0.53954, -1.69294], [0.61762, -1.70919, 0.68539], [-0.33659, -1.06751, -0.59032], [1.67652, 0.33622, 0.94156], [-1.13754, 0.87005, 0.44355], [-0.44732, 0.24374, 1.96846], [-0.16943, 2.79644, 0.71976], [0.91550, 2.32775, 1.72704], [-2.57482, -1.92097, 0.86505], [-2.95838, -2.73921, 1.20215], [-2.87262, -1.28737, 1.52922], [-0.02402, 1.10698, -2.40732], [0.77884, 1.13458, -2.93908], [0.23417, 1.39764, -1.52095]]}

=====

Stability, lowest: a

=====

a | {"formula": "C3H14N2O2", "method": "the ωB97M-V functional and the def2-TZVPD basis", "charge": 0, "smiles": "C[C@H](N)CN.O.O", "molar_mass_g_mol": 110.16, "lumo_ev": 0.673, "homo_ev": -8.8, "elements": ["C", "C", "N", "C", "N", "H", "H", "H", "H", "H", "H", "H", "H", "H", "H", "O", "H", "H", "O", "H", "H"], "coordinates": [[0.64437, -0.90479, 0.64434], [-0.35885, -0.69865, -0.47888], [0.26562, -0.46399, -1.79396], [-1.24099, 0.47996, -0.05759], [-2.06219, 1.06232, -1.15647], [0.15134, -1.33548, 1.52970], [1.37362, -1.69981, 0.47205], [1.12626, -0.00843, 1.03001], [-0.95512, -1.60184, -0.60487], [1.03322, 0.19748, -1.61762], [0.77108, -1.27875, -2.14451], [-0.64159, 1.30050, 0.32575], [-1.95645, 0.05878, 0.65065], [-2.85321, 1.54914, -0.75455], [-2.40679, 0.28248, -1.68653], [7.03165, -1.71908, -0.26343], [6.29988, -1.73677, 0.35009], [6.96013, -1.00942, -0.90222], [-4.10565, 2.29560, 1.95030], [-4.15421, 3.25623, 2.13430], [-4.92211, 1.97454, 2.37345]]}

=====

b | {"formula": "C3H14N2O2", "method": "the ωB97M-V functional and the def2-TZVPD basis", "charge": 0, "smiles": "CCNCN.O.O", "molar_mass_g_mol": 110.16, "lumo_ev": 0.519, "homo_ev": -9.0, "elements": ["C", "C", "N", "C", "N", "H", "H", "H", "H", "H", "H", "H", "H", "H", "H", "O", "H", "H", "O", "H", "H"], "coordinates": [[-0.10897, 0.96030, -2.58420], [0.01766, 1.31018, -1.10792], [0.65206, 0.24718, -0.34294], [0.05369, -0.10431, 0.93378], [0.90094, -1.11497, 1.58502], [0.89506, 0.86567, -2.99016], [-0.64265, 1.76220, -3.07238], [-0.61804, 0.01547, -2.68041], [0.50050, 2.26520, -0.95542], [-0.97061, 1.42387, -0.72454], [1.64265, 0.39008, -0.19550], [-0.93045, -0.54587, 0.81789], [-0.12907, 0.80755, 1.52304], [0.50414, -2.02554, 1.40952], [0.85114, -1.00087, 2.59303], [-3.52217, 0.84213, 2.62429], [-2.82860, 0.32193, 3.04312], [-3.21964, 1.06450, 1.73716], [2.26609, -1.85345, -1.46612], [2.41172, -2.76694, -1.18340], [1.36357, -1.63645, -1.17815]]}

=====

c | {"formula": "C3H14N2O2", "method": "the ωB97M-V functional and the def2-TZVPD basis", "charge": 0, "smiles": "C[C@H](N)CN.O.O", "molar_mass_g_mol": 110.16, "lumo_ev": 0.846, "homo_ev": -9.4, "elements": ["C", "C", "N", "C", "N", "H", "H", "H", "H", "H", "H", "H", "H", "H", "H", "O", "H", "H", "O", "H", "H"], "coordinates": [[-2.34739, -0.24723, 1.29755], [-1.01192, -0.02076, 0.56718], [-0.93944, 1.27702, -0.09594], [-0.80619, -1.14881, -0.43474], [0.56897, -1.10819, -0.96402], [-2.26821, -0.96766, 2.11043], [-2.74163, 0.71044, 1.63819], [-3.14072, -0.60525, 0.62706], [-0.16727, -0.04581, 1.25971], [-1.72984, 1.72063, -0.53109], [-0.45908, 1.88190, 0.55290], [-1.60836, -0.98770, -1.16412], [-0.90981, -2.09096, 0.10550], [0.67522, -0.28138, -1.54416], [0.79313, -1.85577, -1.61448], [1.85536, 1.61763, -1.21531], [1.86724, 1.52263, -0.25443], [1.02121, 2.04910, -1.42884], [2.10578, -0.64393, 0.99268], [1.57061, -0.94416, 0.12943], [2.93326, -0.30796, 0.64872]]}

=====

Stability, lowest: a

=====

a | {"formula": "C3H3N3O", "method": "the ωB97M-V functional and the def2-TZVPD basis", "charge": 0, "molar_mass_g_mol": 97.08, "lumo_ev": -0.343, "homo_ev": -10.1, "elements": ["N", "C", "N", "N", "O", "C", "C", "H", "H", "H"], "coordinates": [[-0.94039, -0.87204, -0.69951], [-0.10957, 0.14528, -1.00138], [-0.50779, -1.70468, 0.30345], [0.61751, -1.28975, 0.70017], [-0.80402, 1.25878, 1.27191], [0.05883, 1.28312, 0.45366], [0.91945, -0.13520, -0.05042], [-1.85494, -1.08139, -1.07078], [0.68510, 2.15162, 0.19999], [1.93583, 0.24425, -0.10708]]}

=====

b | {"formula": "C3H3N3O", "method": "the ωB97M-V functional and the def2-TZVPD basis", "charge": 0, "smiles": "[H]/N=C1/N=CC(=O)N1", "molar_mass_g_mol": 97.08, "lumo_ev": -0.901, "homo_ev": -10.5, "elements": ["H", "N", "C", "N", "C", "C", "O", "N", "H", "H"], "coordinates": [[2.32268, -1.23170, 0.11355], [2.22991, -0.30480, -0.16521], [1.03875, -0.05771, -0.10834], [0.49608, 1.42299, -0.07832], [-0.72909, 1.27659, 0.05683], [-1.24880, -0.05366, 0.04206], [-2.42228, -0.52548, -0.22037], [-0.09713, -0.77808, 0.14584], [-1.48973, 2.13033, 0.04885], [-0.10039, -1.87847, 0.16509]]}

=====

Stability, lowest: a

=====

a | {"formula": "C3H3N3O", "method": "the ωB97M-V functional and the def2-TZVPD basis", "charge": 0, "molar_mass_g_mol": 97.08, "lumo_ev": 0.749, "homo_ev": -10.1, "elements": ["O", "C", "N", "C", "N", "C", "N", "H", "H", "H"], "coordinates": [[-1.40901, 2.72829, 1.04369], [-0.45585, 2.31019, 0.59164], [-1.23140, -1.00337, -0.32639], [-0.32835, -0.49260, -1.11667], [0.86452, -0.38293, -0.47035], [0.61320, -0.85600, 0.78100], [-0.63002, -1.23578, 0.88545], [1.70206, 0.06883, -0.80073], [-0.48140, -0.21132, -2.14700], [1.35625, -0.92532, 1.55936]]}

=====

b | {"formula": "C3H3N3O", "method": "the ωB97M-V functional and the def2-TZVPD basis", "charge": 0, "smiles": "ON=C1N=CC=N1", "molar_mass_g_mol": 97.08, "lumo_ev": -1.213, "homo_ev": -10.2, "elements": ["O", "N", "C", "N", "C", "C", "N", "H", "H", "H"], "coordinates": [[1.46849, 2.21794, -0.54465], [0.25417, 1.84392, -0.14233], [-0.04781, 0.59157, -0.18610], [0.66904, -0.56082, -0.66642], [-0.03616, -1.58120, -0.18403], [-1.20126, -1.19337, 0.59612], [-1.23050, 0.12178, 0.57103], [1.52659, 3.10134, -0.33750], [0.56510, -2.61644, -0.16018], [-1.96765, -1.92472, 1.05407]]}

=====

Stability, lowest: b

=====

a | {"formula": "C3H3N3O", "method": "the ωB97M-V functional and the def2-TZVPD basis", "charge": 0, "smiles": "O=Cc1cnn[nH]1", "molar_mass_g_mol": 97.08, "lumo_ev": 0.076, "homo_ev": -10.4, "elements": ["O", "C", "C", "C", "N", "N", "N", "H", "H", "H"], "coordinates": [[-1.32537, 0.46379, 1.79912], [-0.97503, -0.46822, 1.11752], [0.19064, -0.37207, 0.22023], [-0.14690, -0.40581, -1.11313], [0.54093, 0.55228, -1.77595], [1.34224, 1.13300, -0.93380], [1.13653, 0.60629, 0.26580], [-1.60050, -1.36716, 0.96096], [-0.90683, -1.02626, -1.56651], [1.74430, 0.88415, 1.02576]]}

=====

b | {"formula": "C3H3N3O", "method": "the ωB97M-V functional and the def2-TZVPD basis", "charge": 0, "molar_mass_g_mol": 97.08, "lumo_ev": 0.618, "homo_ev": -8.2, "elements": ["N", "C", "N", "N", "O", "C", "C", "H", "H", "H"], "coordinates": [[-2.06717, -0.31528, -0.91843], [-0.84918, -0.17853, -0.87647], [1.20714, -0.83472, 0.22466], [2.00743, -1.68191, -0.10479], [-0.44427, 2.46908, 2.08368], [0.07856, 1.46496, 2.01865], [0.43869, 0.00917, -0.72721], [-2.39352, -1.03806, -1.56062], [1.01083, -0.57680, 1.20979], [1.01149, 0.68209, -1.34925]]}

=====

Stability, lowest: b